Entry 1:
107
Properties=species:S:1:pos:R:3:lowdin_charge:R:1 method="wB97M-V/def2-TZVPD" charge=0 multiplicity=1
Hg 0.5135 0.6581 0.5615 1.19
C 3.9131 1.5217 0.1804 -0.15
C 5.1037 0.5926 0.3094 -0.12
C 4.9680 -0.8941 0.0281 -0.30
C 6.0024 -1.5323 -0.6488 -0.02
C 5.8492 -2.8726 -0.9525 -0.06
C 4.6637 -3.5280 -0.6115 -0.05
C 3.7354 -2.7703 0.0777 -0.15
N 3.9057 -1.5195 0.4617 0.10
N 2.8662 1.5065 1.2577 -0.16
C 3.2880 0.7930 2.4647 -0.16
C 2.2167 0.5445 3.4765 -0.27
C 2.5275 0.4093 4.8392 -0.01
C 1.5200 0.0719 5.7412 -0.04
C 0.2016 0.0235 5.2450 -0.05
C -0.0040 0.1991 3.9147 -0.16
N 0.9716 0.4393 3.0312 0.07
C 2.5326 2.8995 1.6647 -0.13
C 1.5818 3.6857 0.7966 -0.25
C 1.6319 5.0679 0.6472 -0.01
C 0.5794 5.7337 0.0483 -0.04
C -0.4975 4.9957 -0.4559 -0.04
C -0.4535 3.6395 -0.3456 -0.15
N 0.5453 3.0197 0.2910 0.04
H 3.4254 1.3128 -0.7906 0.10
H 4.2595 2.5623 0.0861 0.12
H 5.5944 0.7593 1.2767 0.12
H 5.8468 0.9466 -0.4096 0.12
H 6.8760 -0.9615 -0.9639 0.12
H 6.6402 -3.3757 -1.4746 0.10
H 4.4316 -4.5555 -0.9034 0.11
H 2.7917 -3.2596 0.3636 0.10
H 4.0732 1.3083 2.9727 0.12
H 3.6160 -0.1871 2.0585 0.11
H 3.5580 0.5029 5.1820 0.12
H 1.7343 -0.1846 6.7903 0.12
H -0.6286 -0.2087 5.9020 0.11
H -1.0043 0.1309 3.4816 0.10
H 3.4688 3.4981 1.8219 0.14
H 2.0480 2.7848 2.6175 0.11
H 2.4791 5.6385 1.0129 0.12
H 0.5674 6.8234 -0.0308 0.12
H -1.3636 5.4195 -0.9583 0.12
H -1.2725 2.9798 -0.6735 0.12
C 0.0937 2.0895 -2.9587 -0.04
C -1.0201 1.1869 -2.5158 -0.35
C -2.1916 0.9149 -3.2436 -0.02
C -2.9813 0.2146 -2.3873 -0.05
N -2.3116 0.0901 -1.2150 0.02
N -1.0979 0.6844 -1.2878 0.05
B -2.7048 -0.5338 0.1381 -0.63
N -1.6863 -1.6708 0.4222 -0.01
C -1.6449 -2.9144 -0.0802 -0.09
C -0.5673 -3.5867 0.4815 -0.01
C 0.0410 -2.6228 1.3064 -0.31
C 1.2100 -2.7213 2.2706 -0.03
N -0.6536 -1.4719 1.2632 0.05
N -2.7856 0.5442 1.2700 0.03
C -3.8801 0.9143 1.9522 -0.07
C -3.5602 1.8914 2.8393 -0.03
C -2.2064 2.1511 2.6062 -0.36
C -1.3194 3.1852 3.2293 -0.02
N -1.7315 1.3286 1.6517 0.04
N -4.0754 -1.2705 0.1101 -0.02
C -4.4540 -2.2482 0.9770 -0.10
C -5.7897 -2.4305 0.8610 -0.04
C -6.2180 -1.4689 -0.0855 -0.34
C -7.5767 -1.0824 -0.6101 -0.05
N -5.1554 -0.7934 -0.5642 0.11
H -0.2743 3.0921 -3.1382 0.08
H 0.8479 2.1180 -2.1566 0.05
H 0.5901 1.7798 -3.8881 0.07
H -2.4548 1.2222 -4.2232 0.10
H -4.0094 -0.1141 -2.5200 0.11
H -2.3858 -3.2619 -0.7861 0.13
H -0.3375 -4.6003 0.3035 0.09
H 0.9246 -2.4144 3.2693 0.07
H 1.5110 -3.7523 2.3375 0.07
H 2.0563 -2.1051 1.9701 0.04
H -4.8693 0.5022 1.7699 0.13
H -4.2353 2.4168 3.4970 0.10
H -1.1179 2.9687 4.2747 0.07
H -0.3534 3.1510 2.7090 0.05
H -1.6829 4.2008 3.1674 0.08
H -3.7463 -2.7484 1.6005 0.12
H -6.3841 -3.1453 1.4402 0.11
H -7.5177 -0.0811 -1.0559 0.07
H -7.9353 -1.7642 -1.3794 0.07
H -8.2946 -1.0449 0.2089 0.07
C -2.4616 -2.9869 -5.2987 -0.05
C -1.2075 -2.4150 -4.6858 -0.29
C -0.7758 -2.7795 -3.4181 -0.03
C 0.3056 -2.1416 -2.8142 -0.05
C 0.9783 -1.1715 -3.5297 -0.27
C 0.6245 -0.8651 -4.8446 -0.05
C -0.5073 -1.4604 -5.3980 -0.05
S 2.3838 -0.3698 -2.7570 0.45
O 3.4280 -1.3678 -2.6177 -0.30
O 2.7507 0.7486 -3.6148 -0.34
O 1.8329 0.0297 -1.4459 -0.45
H -3.2908 -2.9489 -4.5842 0.08
H -2.3146 -4.0500 -5.5226 0.08
H -2.7643 -2.4690 -6.2043 0.07
H -1.3660 -3.5171 -2.8929 0.10
H 0.6507 -2.3635 -1.8257 0.10
H 1.2174 -0.1296 -5.3928 0.11
H -0.8518 -1.1608 -6.3674 0.10

Entry 2:
14
Properties=species:S:1:pos:R:3:lowdin_charge:R:1 method="wB97M-V/def2-TZVPD" charge=0 multiplicity=1 relative_energy_kcal_mol=82.7
C 1.7734 -0.2865 -0.4393 -0.24
C -0.3081 -1.3734 0.8292 0.01
C -1.5624 -1.2398 0.5217 -0.53
C -0.4521 0.5376 -1.1744 -0.41
C 0.6126 0.4457 -0.1309 -0.44
N 2.7180 -0.9032 -0.6597 0.16
N 0.6827 1.4173 0.8432 0.11
S -2.1153 0.0732 -0.5252 0.85
H 0.3075 -2.0322 1.3902 0.05
H -2.3909 -1.8591 0.8420 0.06
H -0.5681 1.5586 -1.5431 0.08
H -0.2408 -0.1379 -2.0034 0.09
H -0.0468 2.1062 0.8726 0.10
H 1.5904 1.6934 1.1772 0.10

Entry 3:
20
Properties=species:S:1:pos:R:3:lowdin_charge:R:1 method="wB97M-V/def2-TZVPD" charge=0 multiplicity=1 relative_energy_kcal_mol=145.6
C 0.2143 -0.4328 -0.0922 -0.02
C 1.5800 -0.1028 0.1283 -0.43
C -0.0393 -0.0632 2.2124 -0.17
C -0.5092 1.3966 -1.6918 -0.04
C -1.8459 -0.5770 -1.2595 -0.06
N 2.0762 -0.0014 1.3448 0.01
N 2.5437 -0.0249 -0.8908 0.09
N -0.6729 -0.7099 3.2059 0.10
N -0.6596 0.1995 -0.8519 -0.24
O 1.2723 -0.0339 2.3976 -0.09
H -0.3433 0.9018 -2.6514 0.08
H -1.5562 1.8241 -1.6653 0.10
H 0.3124 2.1480 -1.5143 0.11
H -1.8417 -0.8524 -2.3228 0.10
H -1.9929 -1.4471 -0.6800 0.08
H -2.6492 0.0051 -1.0722 0.04
H 2.5721 -0.7219 -1.6012 0.07
H 3.4639 -0.0795 -0.3921 0.11
H -1.6755 -0.6526 3.3121 0.09
H -0.2491 -0.7755 4.0845 0.07

Entry 4:
83
Properties=species:S:1:pos:R:3:lowdin_charge:R:1 method="wB97M-V/def2-TZVPD" charge=+1 multiplicity=1 relative_energy_kcal_mol=19.8
Ir 0.7081 -1.8572 -1.6459 1.05
S 2.4191 -2.1118 0.0400 0.65
C 3.9793 -1.7636 -0.7097 -0.68
C 5.1572 -1.8079 0.0277 -0.13
C 6.3745 -1.5144 -0.5717 -0.11
C 6.4264 -1.1731 -1.9150 -0.11
C 5.2549 -1.1216 -2.6595 -0.14
C 4.0389 -1.4121 -2.0550 -0.68
S 2.5677 -1.3908 -3.0343 0.66
H 5.1180 -2.0765 1.0768 0.10
H 7.2836 -1.5561 0.0145 0.10
H 7.3741 -0.9506 -2.3881 0.10
H 5.2859 -0.8600 -3.7100 0.10
F 0.0416 4.4137 1.3072 0.06
C -0.3084 3.2271 1.8547 -0.19
C -0.1535 2.0889 1.1183 0.10
C -0.5506 0.8554 1.6316 -0.03
C -0.3418 -0.3660 0.8305 -0.29
O 0.2541 -0.2280 -0.2547 -0.18
C -0.8416 -1.5785 1.4039 -0.01
C -1.3992 -1.5160 2.6457 0.05
N -1.5021 -0.4183 3.4250 0.01
C -2.1028 -0.5154 4.7353 -0.26
C -1.2284 -0.3041 5.9404 -0.10
C -1.7301 -1.6762 5.5996 -0.07
C -1.1057 0.8060 2.9130 -0.11
C -1.2299 1.9808 3.6661 0.06
C -0.8348 3.2027 3.1546 -0.14
N -0.9290 4.3535 3.9879 -0.10
C -0.2243 5.5839 3.6468 -0.13
C -0.3274 6.5330 4.8528 -0.07
N -0.5846 5.6914 6.0706 0.05
C -1.9872 5.1368 6.0185 -0.07
C -2.2256 4.6503 4.5819 -0.12
C -0.8312 -2.9966 0.8176 -0.60
O -1.4097 -3.8595 1.4607 0.04
O -0.1914 -3.2006 -0.2674 -0.23
H 0.2784 2.1407 0.1281 0.14
H -1.7709 -2.4440 3.0605 0.15
H -3.1262 -0.1606 4.7749 0.16
H -1.6633 0.2065 6.7893 0.10
H -0.1807 -0.1064 5.7589 0.12
H -2.5109 -2.1134 6.2036 0.11
H -1.0082 -2.3775 5.2062 0.12
H -1.5964 1.9166 4.6803 0.11
H -0.6258 6.0991 2.7709 0.13
H 0.8200 5.3499 3.4481 0.14
H -1.1708 7.2172 4.7822 0.14
H 0.5814 7.1070 5.0130 0.14
H -0.4185 6.2028 6.9357 0.19
H 0.0545 4.8935 6.0386 0.18
H -2.6614 5.9385 6.3131 0.14
H -2.0339 4.3351 6.7527 0.14
H -2.7642 5.4072 3.9986 0.14
H -2.8516 3.7639 4.6052 0.13
O -2.1205 0.2710 -7.5913 -0.05
C -1.7755 1.2100 -6.5943 -0.21
C -1.2052 0.4838 -5.4087 -0.17
C -0.7954 1.1881 -4.2795 0.01
C -0.2658 0.5195 -3.2019 -0.10
N -0.1532 -0.8164 -3.1944 -0.14
C -0.5153 -1.5050 -4.2865 -0.19
C -1.0467 -0.8895 -5.4102 0.07
C -0.2602 -2.9507 -4.1662 -0.18
C -0.5796 -3.8940 -5.1212 0.07
C -0.3317 -5.2369 -4.8592 -0.17
C -0.6599 -6.2756 -5.9021 -0.21
O -0.0497 -5.9880 -7.1476 -0.04
C 0.2362 -5.5713 -3.6406 0.02
C 0.5462 -4.5851 -2.7232 -0.06
N 0.3072 -3.2973 -2.9913 -0.11
H -2.3803 0.7387 -8.3896 0.10
H -2.6515 1.7824 -6.2678 0.13
H -1.0289 1.9224 -6.9621 0.13
H -0.8670 2.2680 -4.2407 0.12
H 0.1138 1.0159 -2.3215 0.11
H -1.3211 -1.4654 -6.2801 0.12
H -1.0197 -3.5989 -6.0632 0.13
H -1.7336 -6.2730 -6.0941 0.13
H -0.3941 -7.2712 -5.5359 0.12
H 0.9065 -6.0408 -7.0433 0.10
H 0.4500 -6.6022 -3.3902 0.12
H 0.9994 -4.7831 -1.7634 0.12

Entry 5:
21
Properties=species:S:1:pos:R:3:lowdin_charge:R:1 method="wB97M-V/def2-TZVPD" charge=0 multiplicity=1 relative_energy_kcal_mol=43.4 smiles=O.O.O.O.O.O.O
O 1.4683 26.4381 -17.8248 -0.08
H 2.4078 26.2632 -17.6452 0.00
H 1.1118 26.7087 -16.9617 0.04
O 9.4893 26.6362 -17.2291 -0.08
H 10.2011 26.0076 -17.2710 0.02
H 8.8425 26.4076 -17.9743 0.03
O 3.7656 23.4660 -18.6499 -0.05
H 4.4350 23.7224 -18.0167 0.02
H 3.0976 22.9590 -18.1263 0.09
O 5.0628 26.5785 -18.4081 -0.05
H 4.7404 26.1715 -19.2118 0.00
H 6.0163 26.3450 -18.3507 0.04
O 4.0187 25.3801 -20.8175 -0.03
H 3.7165 24.7847 -20.1545 -0.02
H 4.9175 25.0801 -21.0040 0.05
O 7.5932 25.2957 -18.7738 -0.06
H 7.5426 24.6828 -18.0280 0.07
H 7.0697 24.7291 -19.3825 0.08
O 4.1018 26.0769 -15.9827 -0.05
H 4.6356 26.2797 -16.7697 -0.02
H 4.1464 25.1400 -15.9805 0.00

The records above yield HOMO energy values of -8.14; -8.27; -7.28; -7.55; -10.91 eV, respectively.
The records above yield Kohn-Sham gap values of 8.37; 8.59; 8.03; 4.29; 10.26 eV, respectively.